# C34H58Cl14O15

A 12-piece molecular cluster, C34H58Cl14O15 overall (wB97M-V/def2-TZVPD, the OMol25 dataset).

Values from the calculation:
E_HOMO = -10.23 eV
LUMO level = 0.002 Eh
orbital gap = 10.29 eV
SMILES = C[C@H]1COC(=O)O1.C[C@H]1COC(=O)O1.C[C@H]1COC(=O)O1.C[C@H]1COC(=O)O1.C[C@H]1COC(=O)O1.ClCCCl.ClCCCl.ClCCCl.ClCCCl.ClCCCl.ClCCCl.ClCCCl

```
121
Properties=species:S:1:pos:R:3:forces:R:3:mulliken_charge:R:1
O -0.95105 2.10158 4.63429 2.871 0.928 -1.774 -0.406
H -2.89991 3.43931 5.70925 -0.152 -0.057 -0.130 0.243
H 2.62344 -2.98548 -2.82097 0.082 -0.210 0.761 -0.437
H -4.41363 5.77453 0.67628 -0.027 -0.140 -0.074 0.267
C -0.34575 0.14637 0.09782 -0.603 0.507 0.225 0.081
O 4.99927 -1.28111 -3.15749 0.416 -0.373 -2.246 -0.416
O -3.02289 4.82366 3.01578 0.028 0.432 1.272 -0.131
C -0.80069 1.83298 3.30862 3.966 1.853 -0.951 0.374
H -2.02465 -6.05102 6.59913 -0.129 0.269 0.168 0.409
H 0.82923 -3.80935 3.08368 -0.584 0.211 -0.263 0.111
C 0.43126 -4.64757 -4.55592 -0.113 1.194 -0.372 0.814
Cl 1.38846 1.47821 -1.51623 -0.047 -0.178 0.195 0.131
H 1.54590 1.02580 0.82228 -0.587 0.323 -0.066 -0.169
H 1.07893 -4.92282 -6.53624 0.260 0.064 0.004 0.389
C -2.24464 2.21048 -3.84394 -0.201 -0.877 0.179 0.112
H 3.65347 -0.93026 -4.59127 0.073 -0.395 -0.661 0.130
H 3.83137 1.40283 -5.71513 -0.606 -0.034 0.519 0.310
H 3.61559 0.80401 3.20656 -0.114 0.835 -0.129 0.277
O -1.93415 -2.13924 2.72392 -0.262 -0.943 0.466 -0.374
C 5.74720 1.25511 3.34156 -0.509 0.189 -1.443 -0.442
C 1.83732 4.21157 0.27184 0.742 -1.274 0.496 1.061
H 3.83820 -3.47294 -5.24359 -0.113 -0.110 -0.141 0.349
C 4.63400 -1.05379 -1.94787 2.128 1.727 1.015 0.477
H -1.90521 3.18480 1.04736 0.724 0.566 0.410 -0.430
H 5.90681 0.56461 4.16970 0.111 0.332 0.076 0.372
H 0.32995 -5.13451 1.09823 0.151 -0.030 0.049 0.500
H 2.36183 3.79698 -0.58904 0.334 0.440 0.094 -0.208
H -0.59110 -0.32201 1.05098 0.325 -0.523 -0.207 0.026
C -3.99157 5.65161 3.50393 -0.720 -1.152 1.169 0.533
C -2.69088 2.44776 6.11080 -0.157 0.778 1.086 -1.464
C 4.50708 0.82912 2.57991 -0.309 -1.102 -0.584 -0.549
H 1.85636 -1.50912 -3.20406 0.093 0.634 0.278 -0.024
H 1.32873 -3.26343 -5.97704 0.054 0.048 0.011 0.293
C -4.06638 -0.78190 -1.77903 -1.215 -0.023 -0.140 -0.533
H -4.12841 -3.54683 5.92454 0.094 0.420 0.122 0.294
C -2.54426 -4.66106 4.95215 1.452 -0.708 1.348 0.258
H -3.48398 2.24393 3.53313 0.030 -0.015 -0.092 0.130
C -0.89095 1.90190 -4.48401 -0.471 1.036 0.017 0.144
Cl 1.76998 5.82205 2.46824 0.274 -0.017 -0.096 -0.211
O 3.35599 -1.34119 -1.78738 -1.098 0.478 3.043 0.120
Cl -6.81206 -0.70284 -1.31389 -0.282 0.453 0.497 -0.193
Cl 5.87370 1.36097 -4.67552 0.497 -0.400 0.624 -0.165
Cl 0.47748 5.12822 -0.40716 -0.229 -0.113 -0.013 -0.218
H 6.58711 1.30794 2.64884 0.095 -0.472 0.256 0.281
C 3.89636 -1.75573 -3.92216 1.905 0.016 -1.229 0.694
H 2.54205 2.94239 -4.20984 -0.132 -0.353 -0.071 0.028
H 4.65738 2.90633 -5.70932 -0.643 0.428 0.256 0.442
C -2.11079 1.54660 5.08829 -1.729 -0.948 -0.195 0.547
C 4.49469 -3.03870 -4.48956 -1.358 -0.284 -0.861 -1.466
Cl 1.60298 -4.09162 -0.57647 -0.534 0.224 0.691 -0.161
C -1.12784 -6.02057 -3.67362 -0.572 -3.797 -1.605 0.527
C 1.36336 -3.60804 2.15508 -0.245 -1.209 0.056 -0.557
H -2.51884 1.52040 -3.04600 0.224 -0.299 -0.173 -0.288
H -0.73539 2.63536 -5.27517 0.041 -0.188 -0.150 0.411
O -1.83965 1.22696 2.79853 -0.749 -0.249 -0.050 0.343
H 3.63737 4.70090 1.53650 -0.405 -0.550 -0.074 0.290
C 2.82113 -1.91663 -2.90203 -1.305 -1.605 -1.744 0.345
H -3.28490 7.09523 0.82878 -0.133 0.310 0.474 0.355
H 5.47210 -2.91850 -4.95680 -0.096 0.302 0.252 0.354
O 0.19313 2.16174 2.65168 -2.182 -0.947 1.620 -0.609
C -1.53285 -5.52954 5.77797 -1.374 0.281 -0.476 -1.404
H -1.93211 2.58035 6.88203 0.138 0.090 0.039 0.366
Cl 4.17472 4.14975 -3.21515 0.310 -0.195 0.380 -0.209
C -5.48872 -0.49066 -2.43742 2.392 -0.494 -0.241 -0.444
H -1.23712 -3.41698 -4.36302 -0.326 0.298 0.218 0.273
H -0.08998 2.05471 -3.76068 -0.132 -0.386 0.115 -0.355
O -2.92189 -2.42858 4.68114 -1.826 2.172 0.172 -0.288
H 1.32674 -4.90210 -3.98898 0.466 0.095 -0.230 0.240
Cl -0.85882 -0.95017 -1.28061 0.587 0.343 0.714 0.201
Cl 1.80641 -1.90850 2.16587 0.217 0.185 -0.081 0.009
H -0.08554 -3.18482 -3.00681 -0.219 -0.150 0.168 -0.319
Cl 5.53064 2.93470 3.83978 0.030 0.435 0.711 -0.193
H 1.67795 -0.40972 -0.11729 0.119 0.146 -0.364 0.141
O -1.68999 -7.09176 -3.46602 1.341 2.930 -0.246 -0.623
H -4.07528 -1.77540 -1.33073 -0.103 0.262 0.473 0.426
C -3.08440 -3.39736 5.64920 0.367 -1.885 0.835 -0.494
C -2.86391 1.37791 3.76470 -1.563 -1.004 1.379 -0.533
H -0.37615 -3.59210 0.77078 0.383 0.472 -0.208 0.091
H -1.61038 5.71427 1.73599 0.068 -0.233 0.334 0.153
H -1.86923 0.57585 5.52117 -0.132 -0.312 0.046 0.288
C -3.68838 6.22819 1.35180 0.189 -0.259 -1.654 -0.473
H -0.25440 -3.83892 -6.50091 -0.292 0.036 0.539 0.402
O -4.50472 5.51285 4.59856 1.071 0.618 -2.129 -0.565
C -0.54409 -3.90878 -3.68039 1.043 2.371 -1.046 0.109
H -0.98428 1.02968 0.10996 -0.007 -0.059 -0.553 -0.131
C -2.22897 -2.84046 3.65710 1.871 0.756 -1.346 0.539
C 0.58113 -4.08619 0.93692 0.022 -0.363 0.171 -0.411
O -0.31262 -5.78268 -4.75713 -1.239 -3.436 0.092 -0.409
C 4.31950 2.11073 -5.04527 0.390 0.499 -0.512 -0.643
O -1.75861 -4.07425 3.91375 -0.233 -0.441 -1.188 -0.249
C 2.71259 5.10469 1.12441 -0.130 0.693 -1.002 -0.425
Cl -0.76914 0.28569 -5.22552 0.010 0.076 0.298 -0.164
H 4.56544 -0.21037 2.25717 0.530 -0.057 -0.030 0.315
C -2.59631 5.24948 1.73320 -0.572 -2.185 -1.649 0.547
O 5.43570 -0.55730 -1.21060 -1.020 -0.269 1.533 -0.618
H -3.51358 3.33232 0.82299 -0.826 0.823 0.432 0.531
H -2.44305 -3.13823 6.49159 -0.285 -0.002 0.285 0.323
H 1.53596 3.32209 0.82509 -0.716 0.330 0.113 -0.571
H -1.16117 -6.33535 5.14503 0.287 0.275 -0.119 0.342
H 4.53870 -3.76393 -3.67702 0.271 0.031 0.050 0.409
H 3.35302 1.87432 -3.05913 0.443 0.221 0.005 -0.438
Cl 4.22753 1.69586 0.99605 0.105 -0.075 1.080 -0.039
H -2.26569 3.17714 -3.34071 0.133 0.252 -0.581 0.391
O -4.35242 6.52154 2.53946 -0.372 0.734 1.533 -0.375
C 3.51448 2.61929 -3.83827 -0.176 -0.044 -1.331 0.699
Cl -3.58958 2.08684 -5.05849 0.436 0.277 0.443 -0.216
O -1.18680 -4.91480 -3.00317 -1.434 0.135 2.867 -0.222
H -3.44262 0.45935 3.86191 -0.188 0.118 -0.648 0.348
C 0.64560 -4.11238 -5.95015 1.035 0.299 -0.298 -1.495
C -2.62771 3.96738 0.81572 0.577 -0.124 -0.142 -0.985
H -0.74077 -4.88668 6.16196 0.051 -0.168 -0.099 0.344
C 1.09981 0.51001 -0.02806 0.536 -0.961 -0.133 -0.210
Cl -3.60226 0.46694 -0.52499 -0.791 -0.555 -0.598 0.005
H -5.40855 0.47240 -2.94160 -0.607 0.211 0.425 0.251
H 2.99758 5.86385 0.39600 0.148 0.660 0.595 0.383
H 2.22011 -4.27263 2.26640 0.502 0.517 -0.303 0.429
H -3.55766 2.08618 6.66401 -0.165 -0.250 -0.445 0.360
H -3.22800 -0.81896 -2.47462 -0.383 0.424 -0.335 0.072
H -5.71274 -1.22803 -3.20826 0.532 -0.046 -0.060 0.379
H -3.34814 -5.27212 4.54170 0.066 0.021 -0.215 0.274
H -2.45458 4.17948 -0.23933 0.080 0.446 0.024 0.486
```
Positions in Å, forces in eV/Å.